Here is a molecular structure, C27H16ClIN6OPd in a non-equilibrium geometry from OMol25. Energies are from ωB97M-V/def2-TZVPD.

```
53
C27H16ClIN6OPd, DFT ωB97M-V/def2-TZVPD
Pd -0.0171 0.1537 -0.0270
C -2.5087 -0.5477 3.3431
C -3.7495 0.0508 3.0800
C -3.9131 0.6884 1.8869
C -2.8566 0.7440 0.9339
N -1.6372 0.1842 1.2321
C -1.5064 -0.4394 2.4116
N -3.1612 1.3484 -0.2047
C -2.3665 1.4963 -1.2424
N -1.0786 1.0400 -1.4031
C -0.6080 1.4488 -2.6294
N 0.5806 1.2475 -3.1559
C 1.5964 0.6239 -2.5784
C 2.7664 0.5082 -3.3815
C 3.8670 -0.1547 -2.9275
C 3.8144 -0.7183 -1.6442
C 2.6797 -0.5524 -0.8902
N 1.5843 0.0972 -1.3088
C -1.6444 2.1770 -3.3006
C -1.6982 2.8052 -4.5385
C -2.8675 3.4491 -4.8844
C -3.9668 3.4788 -4.0173
C -3.9238 2.8653 -2.7831
C -2.7538 2.2068 -2.4256
H -2.3247 -1.0925 4.2535
H -4.5472 -0.0018 3.8056
H -4.8392 1.1580 1.5983
H -0.5522 -0.8876 2.6512
H 2.7168 0.9543 -4.3614
H 4.7560 -0.2527 -3.5322
H 4.6385 -1.2804 -1.2388
H 2.6759 -0.9748 0.1049
H -0.8422 2.7887 -5.1929
H -2.9433 3.9485 -5.8400
H -4.8615 4.0003 -4.3271
H -4.7593 2.8944 -2.1033
Cl 3.0198 -4.8008 3.9929
C 2.4828 -3.3241 3.2615
C 2.9241 -2.1257 3.7800
C 2.5172 -0.9235 3.2230
I 3.1790 0.9134 3.9991
C 1.6538 -0.8481 2.1258
O 1.2795 0.2662 1.6130
C 1.2026 -2.1108 1.5969
N 0.3670 -2.0320 0.5349
C -0.0930 -3.1366 -0.0106
C 0.2507 -4.4071 0.4686
C 1.0966 -4.5210 1.5450
C 1.6099 -3.3553 2.1559
H 3.5927 -2.1270 4.6277
H -0.7580 -3.0145 -0.8578
H -0.1556 -5.2799 -0.0167
H 1.3776 -5.4887 1.9343
```

ΔE to the lowest compared entry with this formula, charge and spin, kcal per mole: 17.1
Gap between HOMO and LUMO, Ha: 0.2232
Spin multiplicity: 1

Here is 2 unconnected molecules or ions with the total composition C9H14O in a non-equilibrium geometry from OMol25. Energies are from ωB97M-V/def2-TZVPD.

```
24
C9H14O, DFT ωB97M-V/def2-TZVPD
C 1.6063 3.0640 1.3694
C 0.2646 2.4099 0.8090
H 1.5032 4.0873 1.5080
H 1.6970 2.8517 2.4186
H 2.3662 2.7526 0.8337
H 0.5360 1.9526 -0.1654
H -0.0238 1.5013 1.4875
H -0.4199 3.1490 0.5006
C -2.8368 -0.7958 0.9555
C 0.9817 -1.4714 0.2800
C -0.2719 -1.4095 1.0152
C 0.8895 -1.0439 -1.0181
C -1.4335 -0.8466 0.3917
C -0.2319 -0.3485 -1.6790
C -1.3263 -0.1234 -0.8532
O 2.0515 -0.9314 -1.8196
H 1.9781 -1.6918 0.8557
H -0.2270 -1.9597 2.0406
H 2.3046 -0.1059 -2.1347
H -0.2236 0.1837 -2.6515
H -3.5861 -0.6852 0.2231
H -2.9954 0.0559 1.6837
H -2.1909 0.4877 -1.1077
H -2.9810 -1.7361 1.4427
```

ΔE to the lowest compared entry with this formula, charge and spin, kcal per mole: 63.5
Gap between HOMO and LUMO (spin up / spin down), Ha: 0.3698 / 0.2469
Expectation value of S²: 0.77
Spin multiplicity: 2
Charge: +1

Here is a gas-phase ion, C28H30FN4O3S2 (charge +1) in a non-equilibrium geometry from OMol25. Energies are from ωB97M-V/def2-TZVPD.

```
68
C28H30FN4O3S2, DFT ωB97M-V/def2-TZVPD
C 4.5920 -1.7326 -2.7129
N 3.8589 -0.7501 -3.5226
C 4.1527 -0.9409 -4.9472
H 3.5351 -0.2888 -5.5581
H 3.9471 -1.9712 -5.2295
H 5.2022 -0.7262 -5.1488
C 4.1563 0.6232 -3.0531
C 3.3997 1.7255 -3.7910
H 3.5998 2.6586 -3.2620
H 3.7764 1.8470 -4.8063
C 1.8834 1.5315 -3.8652
N 1.2734 1.2983 -2.5560
C 1.0809 2.4416 -1.7630
O 1.2876 3.5281 -2.2425
C 0.7153 2.2408 -0.3443
C 1.2363 1.2022 0.4288
C 0.9313 1.1251 1.7747
C 0.1281 2.0919 2.3498
C -0.3631 3.1491 1.6059
C -0.0698 3.2256 0.2571
H -0.4269 4.0470 -0.3449
H -0.9352 3.9170 2.1025
S -0.2147 2.0115 4.1250
O 0.8316 1.2230 4.6992
O -0.4432 3.3510 4.5620
N -1.6193 1.1768 4.3058
C -2.8672 1.8107 3.9679
C -3.2718 1.5050 2.5243
C -3.1612 0.0329 2.2316
C -3.8853 -0.5219 1.1815
C -3.8219 -1.8753 0.9102
C -3.0105 -2.6948 1.6813
C -2.2748 -2.1497 2.7158
C -2.3461 -0.7908 3.0037
C -1.6061 -0.2587 4.2033
H -2.0697 -0.6771 5.1086
H -0.5601 -0.5711 4.2019
H -1.6507 -2.7839 3.3281
H -2.9646 -3.7565 1.4881
H -4.4226 -2.2927 0.1146
H -4.5237 0.1168 0.5884
H -2.6248 2.0533 1.8319
H -4.2962 1.8398 2.3516
H -3.6344 1.4386 4.6547
H -2.7369 2.8800 4.1332
H 1.3384 0.3481 2.4014
H 1.9016 0.4711 -0.0099
C 0.7792 0.0523 -2.3062
N 1.3476 -1.0058 -2.8126
C 0.6517 -2.1543 -2.5359
C 0.9979 -3.4430 -2.9332
C 0.1926 -4.4959 -2.5576
C -0.9454 -4.2578 -1.7895
C -1.3237 -2.9920 -1.3835
C -0.5112 -1.9434 -1.7712
S -0.7132 -0.2448 -1.4300
H -2.2086 -2.8363 -0.7897
F -1.7044 -5.2973 -1.4315
H 0.4254 -5.5075 -2.8478
H 1.8758 -3.6116 -3.5354
H 1.4480 2.4548 -4.2595
H 1.6054 0.7045 -4.5191
H 5.2301 0.8045 -3.1514
H 3.9014 0.6635 -1.9917
H 2.7713 -0.9126 -3.3251
H 4.3336 -1.6212 -1.6621
H 4.3324 -2.7412 -3.0267
H 5.6672 -1.5960 -2.8275
```

ΔE to the lowest compared entry with this formula, charge and spin, kcal per mole: 0.0
Gap between HOMO and LUMO, Ha: 0.3053
Spin multiplicity: 1
SMILES string: C[NH+](C)CCCN(C(=O)c1ccc(S(=O)(=O)N2CCc3ccccc3C2)cc1)c1nc2ccc(F)cc2s1
Charge: +1

Here is C4H10N2O in the gas phase in a non-equilibrium geometry from OMol25. Energies are from ωB97M-V/def2-TZVPD.

```
17
C4H10N2O, DFT ωB97M-V/def2-TZVPD
C -1.0290 0.4467 -2.1561
C 0.0444 1.0323 -1.1377
C 0.1054 -0.0268 1.0296
C -0.3337 -0.2181 2.4308
H -0.9605 0.7590 -3.1882
H -2.0355 0.8446 -1.9044
H -0.9873 -0.6580 -2.2175
H 1.0152 0.4464 -1.2858
H 0.2082 2.0765 -1.3625
H -1.1461 0.5676 2.6482
H 0.4962 -0.2356 3.1734
H -0.9290 -1.2225 2.4104
H 1.2385 -1.3787 1.6940
H 2.1470 -1.0386 -0.7917
N -0.5125 0.7116 0.1500
N 1.2857 -0.7274 0.8567
O 1.3930 -1.3791 -0.3491
```

ΔE to the lowest compared entry with this formula, charge and spin, kcal per mole: 93.2
Gap between HOMO and LUMO, Ha: 0.3586
Spin multiplicity: 1
SMILES string: CC/N=C(/C)NO

Here is 13 unconnected molecules or ions with the total composition C34H84F18N7O25S6 in a non-equilibrium geometry from OMol25. Energies are from ωB97M-V/def2-TZVPD.

```
174
C34H84F18N7O25S6, DFT ωB97M-V/def2-TZVPD
C 4.7501 4.8546 0.5734
C 3.4939 5.6960 0.4014
C 2.3676 4.9425 -0.3260
O 1.1255 5.6475 -0.3118
C -0.0850 5.0712 0.0414
N 3.0262 6.1488 1.7955
H 3.4430 7.0283 2.0655
H 2.0336 6.2510 1.9514
H 3.2722 5.4950 2.5250
H 5.1785 4.5067 -0.3666
H 4.5483 3.9703 1.1779
H 5.5037 5.4801 1.0519
H 3.6796 6.6454 -0.1009
H 2.2893 3.9472 0.1115
H 2.7002 4.7134 -1.3384
H -0.2465 5.1675 1.1151
H -0.1975 4.0712 -0.3774
H -0.8299 5.6323 -0.5228
C 5.8439 1.3887 2.7111
C 6.5211 0.0462 2.5456
C 6.1876 -0.9937 3.6380
O 6.8043 -2.2538 3.4007
C 8.0356 -2.4072 4.0727
N 6.1317 -0.5371 1.1816
H 6.0744 0.1510 0.4445
H 6.7349 -1.2796 0.8575
H 5.1904 -0.8993 1.1286
H 4.7782 1.3307 2.4896
H 6.2860 2.1666 2.0887
H 5.8538 1.8424 3.7021
H 7.5834 0.1788 2.3404
H 5.1290 -1.0782 3.8836
H 6.5037 -0.5256 4.5703
H 8.4428 -3.3823 3.8053
H 8.0007 -2.4715 5.1603
H 8.8003 -1.6829 3.7925
C -2.7973 -4.0942 3.8575
C -2.5785 -5.5289 3.1721
C -1.6212 -6.4170 3.9829
O -1.7191 -7.7105 3.4883
C -1.3366 -8.7411 4.3827
N -3.9513 -6.1897 2.9007
H -4.6456 -5.5456 2.5500
H -3.8648 -6.9691 2.2642
H -4.3288 -6.6666 3.7071
H -3.4203 -4.1355 4.7509
H -3.3976 -3.4279 3.2379
H -1.8984 -3.5085 4.0503
H -2.2073 -5.4043 2.1549
H -1.8405 -6.3843 5.0502
H -0.5813 -6.0912 4.0079
H -2.1707 -8.8280 5.0790
H -0.3913 -8.5295 4.8823
H -1.2004 -9.6935 3.8703
C -4.8673 -2.6009 -2.1319
C -5.4254 -3.8098 -2.9775
C -6.3058 -3.4282 -4.2183
O -6.6455 -4.7428 -4.8329
C -7.7519 -4.6379 -5.6465
N -4.2677 -4.8459 -3.2395
H -4.5089 -5.8251 -3.2960
H -3.7041 -4.6399 -4.0519
H -3.5545 -4.7984 -2.5260
H -4.0782 -2.1341 -2.7215
H -4.3142 -2.9810 -1.2730
H -5.6421 -1.9743 -1.6901
H -6.0575 -4.4639 -2.3768
H -5.6999 -2.9074 -4.9597
H -7.1907 -2.8544 -3.9428
H -8.5997 -4.1275 -5.1895
H -8.1135 -5.6103 -5.9809
H -7.6695 -4.0352 -6.5510
C 1.2473 3.4933 -3.6869
C 2.2134 2.5049 -3.0836
C 1.7567 1.0340 -3.1817
O 2.6310 0.0871 -2.5981
C 2.9157 0.3297 -1.2274
N 3.5528 2.6906 -3.7824
H 3.5124 2.4868 -4.7708
H 4.0343 3.5580 -3.5930
H 4.1404 2.0190 -3.3093
H 0.3109 3.5454 -3.1313
H 0.9339 3.2167 -4.6935
H 1.6052 4.5065 -3.8696
H 2.4054 2.8237 -2.0591
H 1.7944 0.7421 -4.2312
H 0.7251 0.9149 -2.8506
H 3.5549 -0.3999 -0.7302
H 2.0782 0.4214 -0.5358
H 3.6358 1.1446 -1.1537
C 1.1777 -3.1934 -3.6633
C 0.1357 -2.2034 -3.2109
C -1.2353 -2.4326 -3.9778
O -2.1737 -1.4284 -3.6306
C -2.1541 -0.2267 -4.3603
N -0.1129 -2.3150 -1.7070
H -0.5327 -3.2103 -1.5012
H 0.7361 -2.2364 -1.1655
H -0.7226 -1.6389 -1.2698
H 0.9505 -4.2218 -3.9444
H 2.0798 -3.2127 -3.0518
H 1.6062 -2.7364 -4.5553
H 0.4557 -1.1619 -3.2420
H -1.6993 -3.3706 -3.6727
H -1.1321 -2.6164 -5.0472
H -1.1933 0.2865 -4.3998
H -2.7002 0.5430 -3.8148
H -2.5001 -0.2985 -5.3914
C 1.8350 0.5622 2.7232
C 1.1573 1.4972 3.8239
C 0.5928 0.8136 5.0071
O -0.0850 1.7571 5.8119
C -1.5190 1.9320 5.5562
N 2.1626 2.5374 4.3168
H 1.6200 3.0507 4.9967
H 3.0057 2.1403 4.7061
H 2.4178 3.2471 3.6449
H 2.4192 1.2399 2.1006
H 1.0251 0.0696 2.1851
H 2.5090 -0.2282 3.0535
H 0.3825 2.0968 3.3461
H 1.3406 0.4340 5.7033
H 0.0880 -0.1272 4.7879
H -1.9580 0.9442 5.4160
H -1.8195 2.7250 4.8714
H -1.9798 2.2980 6.4738
C 0.1000 1.1341 -7.4865
F -0.3062 0.0013 -8.0341
F -0.1416 2.2109 -8.3207
F -0.5457 1.3561 -6.2841
S 2.0001 1.1409 -7.2220
O 2.6646 1.0616 -8.4982
O 2.2527 2.4873 -6.5988
O 2.3268 -0.0066 -6.3016
C -2.3234 1.5242 1.0766
F -3.3733 0.7431 0.8188
F -2.6119 2.8952 0.9966
F -1.8080 1.2220 2.2889
S -0.8417 1.2233 -0.1233
O 0.2779 1.9075 0.5063
O -0.6768 -0.2136 -0.0883
O -1.1912 1.7753 -1.4652
C 1.9155 -3.3090 2.3981
F 1.3982 -4.5051 2.2053
F 0.9004 -2.4079 2.4499
F 2.6668 -3.2119 3.4914
S 3.0969 -2.8908 0.9166
O 3.5497 -1.5291 1.2415
O 4.2218 -3.8158 0.9667
O 2.2726 -2.9725 -0.3441
C -2.5082 6.9963 -3.3740
F -3.3686 8.0283 -3.3164
F -2.1654 6.5487 -2.1864
F -3.2478 6.0553 -3.9342
S -0.9602 7.4824 -4.4800
O -0.0177 6.4210 -4.2970
O -1.4693 7.6601 -5.8518
O -0.3691 8.7168 -3.9952
C -7.7168 -2.7525 1.4980
F -6.7027 -1.9154 1.2270
F -7.9059 -2.6586 2.7803
F -8.8886 -2.3079 0.9128
S -7.3562 -4.5953 0.9038
O -8.3488 -5.4967 1.5530
O -7.5004 -4.6072 -0.5775
O -5.9545 -4.9544 1.3057
C -1.5707 6.1181 4.6539
F -2.0774 6.0431 5.8615
F -2.1143 5.1641 3.9169
F -1.8544 7.3647 4.1374
S 0.3130 5.9765 4.8019
O 0.6247 4.6923 5.3896
O 0.7509 6.0282 3.3979
O 0.7496 7.1572 5.5895
```

Gap between HOMO and LUMO, Ha: 0.1693
Spin multiplicity: 1
Charge: +1

Here is C2H3ClS in the gas phase in a non-equilibrium geometry from OMol25. Energies are from ωB97M-V/def2-TZVPD.

```
7
C2H3ClS, DFT ωB97M-V/def2-TZVPD
C -0.1168 0.1032 0.3934
C 1.0698 -0.0258 -0.3938
S 1.7193 -1.7325 0.1272
Cl 2.2783 1.2472 0.0299
H 0.0158 -0.0025 1.5513
H -1.0456 0.3033 -0.0644
H 1.0560 0.1119 -1.4751
```

ΔE to the lowest compared entry with this formula, charge and spin, kcal per mole: 58.9
Gap between HOMO and LUMO (spin up / spin down), Ha: 0.2480 / 0.2475
Spin multiplicity: 1

Here is a molecular structure, C4H11NO2 in a non-equilibrium geometry from OMol25. Energies are from ωB97M-V/def2-TZVPD.

```
18
C4H11NO2, DFT ωB97M-V/def2-TZVPD
C 1.2523 -0.7451 1.3519
C 1.4797 -1.1191 -1.0797
N 0.8011 -0.4064 0.0018
C -0.9634 -0.5218 -0.1726
O -1.5472 -0.9177 0.7983
H -1.1720 -0.8221 -1.2089
H 0.6607 -0.1787 2.0671
H 1.1211 -0.7481 -2.0385
H 2.3062 -0.4868 1.4500
H 1.0984 -1.8085 1.5522
H 2.5524 -0.9363 -1.0169
H 1.2914 -2.1942 -1.0021
C -1.9236 2.0703 -0.0930
O -0.8540 1.2370 -0.4328
H 0.5440 0.6606 -0.1893
H -1.5306 3.0186 0.2964
H -2.5597 1.6128 0.6787
H -2.5567 2.2854 -0.9626
```

ΔE to the lowest compared entry with this formula, charge and spin, kcal per mole: 70.0
Gap between HOMO and LUMO, Ha: 0.3690
Spin multiplicity: 1

Here is 2 unconnected molecules or ions with the total composition C4H9NO from OMol25. Energies are from ωB97M-V/def2-TZVPD.

```
15
C4H9NO, DFT ωB97M-V/def2-TZVPD
C 2.0816 0.8938 0.1681
O 0.7993 0.6321 0.2229
C 0.2200 -0.4293 0.6879
C -1.2380 -0.5625 0.5257
C -2.0740 0.5901 0.1065
N -1.8712 -0.5299 -0.8044
H 2.3159 1.8827 -0.1957
H 2.0678 -0.9313 -1.1294
H 2.7550 0.3027 0.7789
H 0.8151 -1.1198 1.2779
H 1.5147 -1.4370 -0.9906
H -1.6725 -1.3084 1.1877
H -1.5596 1.5283 -0.0923
H -3.0843 0.6950 0.4958
H -1.1658 -0.2911 -1.4987
```

ΔE to the lowest compared entry with this formula, charge and spin, kcal per mole: 144.2
Gap between HOMO and LUMO (spin up / spin down), Ha: 0.3002 / 0.2898
Spin multiplicity: 1

Here is 2 unconnected molecules or ions with the total composition C14H13F15NO3P from OMol25. Energies are from ωB97M-V/def2-TZVPD.

```
47
C14H13F15NO3P, DFT ωB97M-V/def2-TZVPD
C 0.0659 -3.7553 -0.8874
C -1.3402 -3.4445 -0.4020
O -1.9512 -2.5186 -1.3539
N -2.8279 -1.6370 -0.7918
C -3.9316 -2.1202 -0.1900
C -4.8664 -1.2575 0.3227
C -4.6479 0.1192 0.1832
C -5.6350 1.1343 0.6984
O -5.4380 2.3032 0.6277
O -6.7457 0.5675 1.2090
C -3.5042 0.5741 -0.4568
C -2.5646 -0.3244 -0.9545
C -1.3086 0.1012 -1.6351
C -0.1738 0.2269 -0.5962
C 0.8926 1.1640 -1.1256
F 0.3761 2.4213 -1.1634
F 1.1787 0.8081 -2.4072
C 2.2363 1.2493 -0.3256
F 3.1396 1.7426 -1.1825
F 2.0915 2.0981 0.7036
C 2.8289 -0.1021 0.1962
F 4.1011 0.1267 0.4764
F 2.7331 -1.0163 -0.8094
C 2.1700 -0.7121 1.5006
F 1.1546 0.0387 1.9624
F 3.0617 -0.8500 2.4648
F 1.6495 -1.9358 1.2252
H 0.7193 -3.9624 -0.0431
H 0.4658 -2.9081 -1.4465
H 0.0621 -4.6093 -1.5635
H -1.9485 -4.3512 -0.3844
H -1.3415 -3.0092 0.5990
H -4.0377 -3.1936 -0.1566
H -5.7592 -1.6395 0.7971
H -7.0529 1.1099 1.9505
H -3.3360 1.6398 -0.5573
H -1.4909 1.0818 -2.0769
H -1.0373 -0.6094 -2.4103
H 0.2610 -0.7571 -0.4261
H -0.5506 0.6019 0.3529
F 4.6308 4.1748 0.6146
P 6.1383 3.6701 1.1097
F 6.0005 4.9085 2.2008
F 7.2577 2.8151 0.2348
F 5.3038 2.2248 1.0963
F 6.9058 2.9989 2.4174
F 6.6800 4.8558 0.0912
```

Gap between HOMO and LUMO, Ha: 0.2056
Spin multiplicity: 1

Here is a molecular structure, C28H25BrFN5O6PtS in a non-equilibrium geometry from OMol25. Energies are from ωB97M-V/def2-TZVPD.

```
68
C28H25BrFN5O6PtS, DFT ωB97M-V/def2-TZVPD
Pt 0.2062 0.2785 0.0758
Br -2.5956 -1.9147 1.1490
C -0.8553 -2.1706 1.8054
C -0.6797 -2.9992 2.8970
C 0.6109 -3.3153 3.2889
C 1.6743 -2.8375 2.5491
C 1.4098 -1.9824 1.4996
N 0.1703 -1.6250 1.1437
C 2.5215 -1.3789 0.6724
O 3.5522 -2.0128 0.5390
O 2.2432 -0.2234 0.1923
H -1.5416 -3.4003 3.4083
H 0.7715 -3.9481 4.1522
H 2.7010 -3.1032 2.7535
O 0.1594 0.8824 2.2436
N -0.5539 1.9663 2.4977
C -0.2245 2.7318 3.5570
C -0.9702 3.8277 3.8935
C -2.0884 4.1494 3.1233
C -2.3963 3.3665 2.0371
C -1.6059 2.2610 1.7115
S -1.9551 1.2692 0.3490
H 0.6418 2.3966 4.1058
H -0.6784 4.4255 4.7440
H -2.6991 5.0060 3.3722
H -3.2402 3.5853 1.3982
F 3.4373 -4.3883 -3.5177
C 3.2723 -3.0865 -3.8438
C 2.3584 -2.3453 -3.1555
C 2.1346 -1.0160 -3.5000
C 1.1681 -0.2248 -2.7450
O 0.4574 -0.7720 -1.8864
C 1.0988 1.1493 -3.0832
C 1.7726 1.6152 -4.1625
N 2.6166 0.8658 -4.9183
C 3.1390 1.3723 -6.1668
C 3.4323 2.8246 -6.3400
C 4.5651 1.8457 -6.2466
C 2.8522 -0.4538 -4.5653
C 3.8095 -1.2248 -5.2327
C 4.0405 -2.5413 -4.8777
N 5.0709 -3.2579 -5.5380
C 5.0314 -3.4167 -6.9825
C 6.4562 -3.1495 -7.5109
N 7.3929 -3.3766 -6.3577
C 7.0448 -4.6475 -5.6410
C 5.7052 -4.4092 -4.9066
C 0.2688 2.1443 -2.2859
O -0.3171 3.0100 -2.9023
O 0.3506 2.0526 -0.9967
H 1.7984 -2.7931 -2.3451
H 1.6424 2.6450 -4.4621
H 2.7436 0.8413 -7.0249
H 3.2771 3.4951 -5.5072
H 3.2045 3.2584 -7.3025
H 5.1349 1.8419 -5.3264
H 5.1296 1.6149 -7.1408
H 4.4111 -0.7832 -6.0164
H 4.3238 -2.7249 -7.4290
H 4.7164 -4.4318 -7.2515
H 6.5838 -2.1212 -7.8422
H 6.7281 -3.8234 -8.3201
H 7.2168 -2.6166 -5.6947
H 8.3668 -3.3550 -6.6538
H 7.8463 -4.9042 -4.9539
H 6.9612 -5.4308 -6.3910
H 5.8738 -4.1883 -3.8550
H 5.1052 -5.3197 -4.9668
```

ΔE to the lowest compared entry with this formula, charge and spin, kcal per mole: 19.7
Gap between HOMO and LUMO (spin up / spin down), Ha: 0.2241 / 0.2272
Expectation value of S²: 0.75
Spin multiplicity: 2
Charge: +1